{
  "formula": "C41H39B2NO14",
  "method": "ωB97M-V/def2-TZVPD",
  "charge": 0,
  "smiles": "O=C1C=CC(=O)C=C1.O=C1C=CC(=O)C=C1.O=C1C=CC(=O)C=C1.O=C1C=CC(=O)C=C1.O=C1C=CC(=O)C=C1.O=C1C=CC(=O)C=C1.CN(C)B(O)BCCCO",
  "spin_multiplicity": 1,
  "gap_ev": 6.73,
  "e_lumo_ev": -1.900,
  "symbols": ["O", "C", "C", "C", "C", "O", "C", "C", "H", "H", "H", "H", "O", "C", "C", "C", "C", "O", "C", "C", "H", "H", "H", "H", "O", "C", "C", "C", "C", "O", "C", "C", "H", "H", "H", "H", "O", "C", "C", "C", "C", "O", "C", "C", "H", "H", "H", "H", "O", "C", "C", "C", "C", "O", "C", "C", "H", "H", "H", "H", "O", "C", "C", "C", "C", "O", "C", "C", "H", "H", "H", "H", "C", "N", "C", "B", "O", "B", "C", "C", "C", "O", "H", "H", "H", "H", "H", "H", "H", "H", "H", "H", "H", "H", "H", "H", "H"],
  "xyz": [[2.889439, -0.504519, -0.956686], [3.689765, -1.012251, -0.199779], [4.478703, -2.201489, -0.594230], [5.348456, -2.758481, 0.246020], [5.558621, -2.210922, 1.605961], [6.352288, -2.722002, 2.372285], [4.768204, -1.023756, 1.999035], [3.900481, -0.465033, 1.158233], [4.308495, -2.586621, -1.591560], [5.935444, -3.628306, -0.020383], [4.932449, -0.641087, 2.998297], [3.310357, 0.402606, 1.426841], [-0.578177, -5.475389, 3.986447], [-0.047963, -4.392184, 3.872726], [1.425110, -4.266139, 3.781515], [2.009024, -3.075773, 3.658138], [1.210287, -1.830121, 3.605933], [1.745124, -0.745730, 3.488926], [-0.261946, -1.955749, 3.697507], [-0.847615, -3.146284, 3.820432], [1.991823, -5.187639, 3.821145], [3.084082, -2.963209, 3.591124], [-0.828051, -1.033777, 3.658392], [-1.922817, -3.259702, 3.887385], [-8.943423, -3.569913, 0.642525], [-7.905179, -3.582670, 1.269576], [-7.825415, -4.213169, 2.607450], [-6.686569, -4.225495, 3.297479], [-5.453804, -3.611199, 2.754146], [-4.415334, -3.624071, 3.382952], [-5.533488, -2.981754, 1.417261], [-6.672355, -2.968722, 0.727502], [-8.736847, -4.657248, 2.986664], [-6.607775, -4.680053, 4.276781], [-4.622846, -2.535169, 1.038924], [-6.750641, -2.512864, -0.251001], [10.029446, -2.206087, 6.165950], [10.135471, -1.807829, 5.025149], [11.400957, -1.214309, 4.535001], [11.517149, -0.775100, 3.283217], [10.386486, -0.863810, 2.330821], [10.493720, -0.465163, 1.189548], [9.122405, -1.456648, 2.821341], [9.005753, -1.895989, 4.072448], [12.215473, -1.159123, 5.245890], [12.432657, -0.337804, 2.905679], [8.309967, -1.513195, 2.113975], [8.089192, -2.333324, 4.446527], [-5.182404, 2.448538, -3.064546], [-5.188306, 3.527083, -3.621349], [-3.976609, 4.370842, -3.646134], [-3.970542, 5.555062, -4.255307], [-5.180099, 6.073638, -4.933283], [-5.176936, 7.150829, -5.490364], [-6.396648, 5.227854, -4.906110], [-6.400155, 4.043555, -4.296530], [-3.106025, 3.971096, -3.148456], [-3.092605, 6.187598, -4.283614], [-7.271241, 5.624376, -5.405732], [-7.277303, 3.409641, -4.266484], [-1.458966, 2.186530, -4.427214], [-0.947737, 1.286520, -5.061365], [0.471685, 0.917837, -4.860493], [1.032502, -0.069013, -5.556666], [0.259049, -0.838141, -6.558138], [0.769407, -1.737726, -7.190087], [-1.161053, -0.468797, -6.758316], [-1.721734, 0.518093, -6.061824], [1.020127, 1.490391, -4.123154], [2.068409, -0.353824, -5.425046], [-1.709588, -1.042032, -7.494566], [-2.758115, 0.802716, -6.191960], [-0.017206, 0.967895, 0.595144], [0.572091, 2.230471, 0.167404], [0.850161, 2.258296, -1.267491], [-0.178669, 3.411201, 0.643113], [0.577302, 4.556154, 1.055727], [-1.834219, 3.547857, 0.767709], [-2.877765, 3.368764, -0.421004], [-4.052183, 2.442661, 0.039738], [-3.805514, 0.957480, -0.366010], [-3.956921, 0.125625, 0.794024], [-0.801978, 0.592947, -0.085435], [0.788657, 0.228693, 0.669401], [-0.422659, 1.054354, 1.610569], [1.739955, 1.681108, -1.536289], [-0.017825, 1.869737, -1.826602], [1.058573, 3.292332, -1.571267], [1.026627, 4.930832, 0.300141], [-2.293812, 3.839627, 1.835596], [-3.318789, 4.365710, -0.598466], [-2.454257, 3.021837, -1.368424], [-4.992025, 2.741790, -0.435818], [-4.232641, 2.522551, 1.113732], [-4.559358, 0.634254, -1.079322], [-2.790981, 0.898388, -0.772485], [-3.088263, 0.051037, 1.163544]],
  "forces_ev_per_a": [[-0.015, -0.044, -0.141], [-0.084, 0.078, 0.025], [0.135, -0.148, 0.011], [-0.074, -0.035, -0.179], [0.012, -0.013, 0.105], [-0.112, -0.032, -0.038], [-0.054, 0.105, -0.048], [0.090, 0.067, 0.189], [-0.024, 0.027, -0.007], [0.021, 0.003, 0.039], [-0.007, -0.024, 0.011], [-0.034, -0.017, -0.017], [0.032, -0.016, -0.007], [-0.104, -0.122, 0.024], [0.227, 0.114, -0.034], [0.029, -0.201, 0.005], [-0.013, 0.149, -0.011], [0.001, 0.004, 0.002], [-0.089, -0.154, -0.015], [-0.109, 0.235, -0.001], [-0.034, -0.025, 0.008], [0.002, 0.033, 0.019], [0.029, 0.029, 0.019], [-0.033, -0.054, -0.023], [0.022, -0.015, 0.030], [-0.154, 0.033, -0.132], [0.126, -0.058, 0.195], [-0.198, -0.064, 0.018], [0.093, 0.020, 0.013], [0.042, 0.021, 0.038], [-0.035, 0.036, -0.183], [0.203, 0.033, 0.033], [-0.022, 0.014, -0.038], [0.043, 0.008, 0.001], [-0.017, 0.062, 0.031], [-0.036, 0.002, 0.002], [0.020, 0.012, -0.012], [-0.046, -0.066, 0.147], [0.135, 0.100, -0.168], [0.112, -0.027, 0.199], [-0.009, 0.043, -0.139], [0.006, 0.000, 0.018], [0.036, -0.006, 0.158], [-0.101, 0.020, -0.142], [-0.027, -0.019, 0.034], [-0.018, 0.005, -0.040], [0.014, -0.012, -0.038], [-0.001, -0.014, -0.012], [-0.091, -0.061, -0.011], [0.047, -0.134, 0.066], [0.171, 0.272, -0.098], [0.043, -0.149, 0.109], [0.048, 0.182, -0.066], [-0.023, -0.027, 0.001], [-0.104, -0.208, 0.066], [-0.130, 0.124, -0.114], [0.025, -0.057, -0.054], [-0.019, 0.027, -0.031], [0.025, 0.040, -0.011], [0.017, -0.024, 0.025], [-0.033, 0.058, 0.047], [-0.036, 0.076, 0.082], [0.170, -0.105, -0.037], [0.023, 0.166, 0.162], [0.085, -0.142, -0.093], [-0.009, 0.011, 0.006], [-0.189, 0.138, 0.054], [-0.034, -0.145, -0.153], [-0.032, 0.010, 0.005], [-0.005, -0.033, -0.024], [0.038, -0.028, -0.008], [0.002, 0.030, 0.038], [0.400, -0.141, 0.079], [-0.818, 0.458, 0.100], [0.264, 0.154, 0.139], [1.709, 0.129, 0.580], [-1.486, -0.679, -0.884], [-0.664, -0.084, 0.031], [-0.246, 0.208, 0.854], [-0.057, -0.186, -1.020], [-0.380, 1.010, 1.108], [-0.246, -0.325, -0.673], [0.142, 0.004, 0.052], [-0.272, -0.142, -0.165], [-0.027, 0.105, -0.144], [-0.137, -0.147, 0.139], [0.193, 0.176, -0.125], [-0.165, -0.128, -0.114], [0.802, 0.189, -0.092], [-0.184, -0.051, -0.033], [0.225, -0.086, -0.012], [-0.061, -0.004, 0.097], [0.184, 0.181, 0.000], [0.217, -0.176, -0.043], [0.229, -0.025, -0.181], [-0.228, -0.381, -0.186], [0.639, -0.169, 0.584]],
  "mulliken_charge": [-0.5003, 0.2631, -0.4849, -0.5667, 0.4171, -0.5742, -0.3198, -0.0337, 0.4502, 0.4497, 0.4589, 0.4413, -0.5418, 0.2577, -0.4309, -0.3407, 0.4035, -0.5349, -0.3905, -0.3691, 0.4361, 0.4729, 0.4704, 0.5964, -0.5487, 0.3535, -0.4091, -0.3545, 0.3180, -0.4798, -0.1642, -0.4088, 0.3969, 0.4346, 0.4071, 0.4255, -0.5381, 0.2424, -0.4103, -0.3952, 0.2600, -0.5491, -0.1963, -0.1270, 0.4096, 0.4105, 0.4005, 0.4666, -0.5129, 0.2596, 0.0450, -0.5434, 0.2802, -0.5555, -0.3830, -0.4124, 0.4957, 0.4632, 0.4175, 0.4446, -0.4368, 0.3495, -0.1538, -0.4148, 0.3193, -0.5498, -0.3736, -0.3815, 0.3602, 0.4396, 0.4078, 0.4357, -0.5432, 0.3840, -1.0664, 0.1649, -0.6082, 0.3827, -0.0502, -0.5811, -0.1889, -0.4721, -0.0707, -0.1089, 0.4899, 0.2252, 0.3130, 0.3284, 0.2799, -0.1142, 0.3126, -0.2752, 0.2316, 0.4481, 0.3285, -0.0398, 0.2558]
}

***

{
  "formula": "C21H20I2N2O3Ru",
  "method": "ωB97M-V/def2-TZVPD",
  "charge": 1,
  "e_above_lowest_kcal_mol": 2.1,
  "spin_multiplicity": 6,
  "gap_ev": [8.77, 5.52],
  "e_lumo_ev": [-2.281, -5.531],
  "symbols": ["Ru", "I", "C", "C", "C", "I", "C", "O", "C", "C", "N", "C", "C", "C", "C", "C", "C", "N", "C", "H", "H", "H", "H", "H", "H", "H", "H", "H", "H", "H", "C", "C", "C", "C", "C", "C", "H", "H", "H", "H", "H", "H", "C", "C", "O", "O", "H", "H", "H"],
  "xyz": [[-0.334910, 0.492445, -0.594440], [2.168164, -0.674582, 6.801351], [1.616394, 0.015166, 4.953115], [1.414495, 1.391012, 4.764128], [1.043867, 1.849663, 3.528859], [0.777128, 3.863777, 3.205517], [0.820785, 0.923164, 2.426711], [0.430055, 1.347144, 1.319010], [1.081601, -0.491813, 2.651595], [0.912749, -1.504401, 1.545955], [1.349352, -0.999515, 0.233916], [1.723778, -2.030807, -0.739316], [0.800978, -2.108558, -1.935960], [1.146808, -2.855969, -3.050577], [0.278878, -2.899853, -4.124324], [-0.917285, -2.197454, -4.058414], [-1.186854, -1.482824, -2.912411], [-0.347826, -1.441931, -1.866132], [1.466801, -0.904601, 3.892600], [1.559907, 2.079340, 5.584617], [-0.138243, -1.802776, 1.473876], [1.472077, -2.401682, 1.826070], [2.106764, -0.334576, 0.334617], [1.736020, -3.009191, -0.250236], [2.736737, -1.847378, -1.095966], [2.092331, -3.382737, -3.074753], [0.532698, -3.469817, -5.008500], [-1.621689, -2.196464, -4.877660], [-2.100685, -0.908974, -2.816684], [1.669774, -1.953069, 4.071531], [-2.702684, -0.164099, 1.357375], [-2.822112, 0.032642, -0.020413], [-2.782845, 1.332734, -0.536080], [-2.640238, 2.417678, 0.330000], [-2.571011, 2.215679, 1.700420], [-2.596588, 0.925854, 2.212866], [-2.751966, -1.169141, 1.758977], [-3.046165, -0.807643, -0.664367], [-2.933995, 1.510233, -1.592633], [-2.600223, 3.418305, -0.079645], [-2.487572, 3.064722, 2.365627], [-2.547387, 0.766273, 3.283232], [1.431219, 2.528577, -3.705141], [0.858121, 1.756884, -2.559943], [-0.380339, 1.915312, -2.259763], [1.567408, 0.977912, -1.878164], [1.687344, 3.528466, -3.350344], [0.694133, 2.637491, -4.497489], [2.334237, 2.049372, -4.072602]],
  "forces_ev_per_a": [[0.240, -0.139, -0.040], [0.053, -0.065, 0.169], [-0.039, 0.086, -0.123], [0.021, -0.215, -0.039], [-0.026, -0.237, -0.117], [-0.030, 0.049, -0.076], [0.163, -0.109, 0.159], [-0.314, 0.192, -0.174], [-0.069, 0.187, 0.016], [0.075, 0.091, -0.009], [-0.111, 0.001, -0.025], [0.008, -0.039, 0.030], [-0.016, 0.067, 0.188], [0.047, -0.069, -0.008], [-0.001, -0.037, -0.062], [0.008, -0.018, 0.001], [0.014, -0.046, 0.098], [-0.189, 0.174, -0.185], [0.052, 0.073, 0.101], [0.003, -0.017, 0.011], [-0.041, 0.020, -0.030], [0.027, -0.011, 0.015], [0.034, -0.034, -0.008], [0.014, -0.029, -0.021], [0.006, 0.033, -0.024], [-0.017, 0.003, -0.002], [-0.001, 0.009, 0.010], [0.010, -0.009, 0.003], [0.009, 0.015, -0.004], [-0.003, 0.009, 0.031], [0.002, -0.026, 0.012], [-0.144, 0.016, 0.135], [-0.199, 0.069, 0.094], [0.013, 0.019, -0.040], [0.015, 0.008, -0.006], [-0.005, -0.029, 0.016], [-0.010, 0.016, 0.008], [0.092, -0.020, -0.029], [0.087, -0.014, -0.031], [-0.022, 0.000, 0.017], [-0.005, -0.017, 0.003], [0.008, 0.003, -0.012], [0.008, 0.039, -0.044], [-0.019, 0.019, 0.042], [0.211, -0.123, 0.047], [0.035, 0.112, -0.093], [-0.003, -0.005, 0.003], [0.004, -0.007, 0.000], [0.002, 0.003, -0.007]],
  "mulliken_charge": [1.0135, 0.2190, -0.3243, -0.3664, -0.4378, 0.1441, 0.3421, -0.3973, 0.5783, -0.8292, 0.1592, -1.3674, 0.7983, -0.9430, -0.3157, -0.9611, -0.0097, 0.2488, -0.5778, 0.3837, 0.2076, 0.5032, 0.2931, 0.4505, 0.4651, 0.4426, 0.4309, 0.4368, 0.3181, 0.4495, -0.3923, -0.4212, -0.6739, -0.0822, -0.5755, -0.5740, 0.4918, 0.5360, 0.3770, 0.4449, 0.5708, 0.4480, -1.1838, 0.9174, -0.6689, -0.5782, 0.3028, 0.3522, 0.3543]
}

***

{
  "formula": "C5H4FNO2S",
  "method": "ωB97M-V/def2-TZVPD",
  "charge": 0,
  "e_above_lowest_kcal_mol": 44.4,
  "smiles": "O=S(=O)=C=N/C=C\\C=C\\F",
  "spin_multiplicity": 1,
  "gap_ev": 8.56,
  "e_lumo_ev": -0.915,
  "symbols": ["O", "S", "O", "C", "N", "C", "C", "C", "C", "F", "H", "H", "H", "H"],
  "xyz": [[2.602789, 1.485736, 0.404092], [3.019360, 0.287205, -0.259807], [2.909449, -0.880696, 0.642145], [1.318548, -0.460545, -1.270822], [0.350528, -1.014702, -0.966969], [-0.661416, -1.659156, -0.353901], [-1.582797, -0.847017, 0.242481], [-1.591737, 0.591940, 0.280234], [-0.545697, 1.434316, 0.224801], [-0.841974, 2.746666, 0.203932], [-0.625616, -2.759647, -0.405205], [-2.341231, -1.439864, 0.588594], [-2.643307, 1.070601, 0.242407], [0.633107, 1.445158, 0.428020]],
  "forces_ev_per_a": [[-0.619, 1.170, -0.152], [1.772, -2.104, 2.099], [0.415, 1.095, -1.328], [-1.212, -0.042, -0.976], [1.685, -0.052, -0.439], [-1.257, 0.656, 0.641], [2.568, -1.020, -1.405], [-1.338, 0.817, -0.515], [1.876, 0.838, 1.285], [-0.367, 0.183, -0.217], [-0.368, 0.830, 0.124], [-2.311, -0.690, 1.355], [1.947, -0.661, 0.189], [-2.790, -1.019, -0.662]],
  "mulliken_charge": [-0.5401, 0.7012, -0.4835, 0.1430, -0.1230, -0.3353, -0.3355, -0.1095, 0.0198, -0.2463, 0.3708, 0.3937, 0.2479, 0.2968]
}

***

| no. | DFT total energy (eV) |
| --- | --- |
| 1 | -74649.9433 |
| 2 | -50000.8092 |
| 3 | -24383.2798 |